Record 1
{"formula": "C3H3CuO3", "method": "wB97M-V/def2-TZVPD", "e_lumo_ha": [-0.383, -0.496], "homo_ha": [-0.7014, -0.8107], "total_charge": 2, "multiplicity": 3, "orbital_gap_ev": [8.657, 8.577], "species": ["H", "C", "H", "H", "C", "O", "Cu", "O", "C", "O"], "coordinates": [[-0.086027, -3.280564, 0.136813], [0.645879, -2.533165, -0.158808], [1.657581, -2.762744, -0.499732], [2.191454, -0.568059, -0.152404], [-2.129361, 3.096944, 0.007554], [0.376326, -1.300184, 0.227714], [0.437955, 1.559152, 0.284170], [-3.215001, 3.420419, -0.154859], [1.181590, -0.269487, 0.178700], [-1.060392, 2.637692, 0.130854]], "forces_ev_per_angstrom": [[-0.16, 0.20, -0.33], [0.41, 0.75, 1.19], [-0.22, 0.07, -0.25], [0.06, 0.80, 0.21], [-3.41, 0.46, -0.67], [-0.76, -0.92, -0.24], [1.04, -1.45, 0.15], [1.58, 0.01, 0.36], [0.48, -0.13, -0.65], [0.97, 0.22, 0.24]], "nbo_charge": [0.25, 0.30, 0.22, 0.22, 1.12, -0.36, 1.37, -0.30, -0.05, -0.77]}

Record 2
{"formula": "C6H7BrN3", "method": "wB97M-V/def2-TZVPD", "e_lumo_ha": -0.166, "homo_ha": -0.5005, "total_charge": 1, "orbital_gap_ev": 9.097, "species": ["C", "H", "C", "H", "C", "H", "N", "N", "Br", "C", "H", "H", "H", "H", "C", "C", "N"], "coordinates": [[0.901568, -0.078845, -0.058814], [-4.142345, 0.267410, 0.386092], [1.313808, 1.204136, -0.227148], [-4.795068, -1.082663, 0.723873], [3.469338, 0.474590, 0.405474], [4.558680, 0.551367, 0.611603], [-1.607376, -0.567602, -0.143670], [-4.205960, -0.681666, -0.035620], [-4.973644, -0.775157, -1.784022], [-0.476308, -0.352305, -0.152517], [0.481286, 1.764660, -0.586671], [-2.628841, -0.836812, -0.213552], [3.032858, 2.529158, -0.030886], [1.630301, -2.085105, 0.210312], [1.805360, -1.087970, 0.368961], [2.611753, 1.510021, 0.012011], [3.024590, -0.753217, 0.514575]], "forces_ev_per_angstrom": [[-0.28, -2.29, 1.06], [-0.29, -0.06, -1.40], [-1.02, 0.20, -0.41], [0.14, -0.58, -1.34], [0.22, 0.77, 0.00], [-0.95, 0.57, -0.22], [2.42, 0.12, -0.36], [-0.02, 0.40, 1.41], [0.12, 0.30, 1.17], [-1.25, -0.49, 0.08], [0.32, 1.65, -0.11], [-1.38, -0.04, 0.37], [-0.51, -0.61, -0.28], [-0.96, -2.51, 0.47], [-1.33, 2.45, -1.89], [2.27, 1.41, 0.50], [2.51, -1.28, 0.96]], "nbo_charge": [-0.28, 0.39, -0.10, 0.41, 0.12, 0.24, -0.42, -0.95, 0.26, 0.64, 0.24, 0.47, 0.26, 0.21, 0.14, -0.24, -0.39]}

Record 3
{"formula": "C6H8O2", "method": "wB97M-V/def2-TZVPD", "smiles": "O[C@@H]1[C@@H]2C=COC[C@@H]12", "e_lumo_ha": 0.024, "homo_ha": -0.3162, "total_charge": 0, "orbital_gap_ev": 9.268, "species": ["H", "H", "O", "H", "C", "C", "O", "H", "C", "H", "H", "C", "H", "C", "H", "C"], "coordinates": [[-1.642559, 1.980464, -0.197533], [0.779644, -2.135734, 1.336922], [0.901663, -0.855470, -2.137814], [-0.638840, 2.066792, 1.372692], [-1.029359, -0.978020, 1.204117], [1.118227, 0.144855, -1.089974], [-1.855493, 0.259285, 0.888141], [1.491416, 0.709573, 0.723178], [-0.164321, 0.668927, -0.600010], [1.887348, -1.331079, -2.288882], [-1.127969, 0.094480, -1.038800], [-0.981708, 1.313978, 0.479968], [1.838045, 1.050515, -1.422036], [0.871757, -0.119365, 0.167120], [-1.649122, -1.564231, 1.764615], [0.201270, -1.304970, 0.838296]], "forces_ev_per_angstrom": [[0.29, -0.55, 1.75], [-1.01, 0.73, -0.86], [4.22, -0.63, 0.48], [-0.12, -2.40, -2.04], [-1.38, 2.67, -1.09], [3.33, 3.48, -10.23], [3.01, -2.43, 1.60], [-1.40, -2.04, 0.10], [-3.49, -1.15, 0.08], [-4.05, 1.99, 0.70], [3.04, 0.38, 0.39], [-2.02, 4.73, -1.35], [-0.86, -2.67, 0.73], [0.11, -1.88, 7.54], [-1.49, -1.58, 1.33], [1.81, 1.37, 0.86]], "nbo_charge": [0.19, 0.23, -0.70, 0.20, 0.16, 0.12, -0.53, 0.23, -0.35, 0.47, 0.25, -0.08, 0.19, -0.29, 0.19, -0.28]}

Record 4
{"formula": "C9H14", "method": "wB97M-V/def2-TZVPD", "smiles": "Cc1ccccc1.CC", "e_lumo_ha": 0.037, "homo_ha": -0.3223, "total_charge": 0, "orbital_gap_ev": 9.765, "species": ["C", "H", "H", "H", "H", "H", "H", "C", "C", "H", "H", "C", "C", "H", "H", "C", "C", "H", "C", "H", "C", "H", "H"], "coordinates": [[-0.889290, 0.864438, -0.013869], [-3.374569, -0.488629, -3.497897], [-0.952272, 1.434599, 0.896529], [3.974975, -1.055751, 3.580322], [3.936692, 0.618500, 3.690068], [4.247186, -0.190101, 2.201109], [-2.927561, 0.353282, 0.055969], [2.075414, -0.279858, 2.705914], [0.261011, -0.047555, -1.983278], [-4.064869, -1.182355, -1.801678], [1.303325, -0.795004, 3.416150], [-2.070944, -0.088393, -1.824896], [3.522822, -0.138231, 3.071199], [-1.093102, -0.526902, -3.659882], [1.293853, 0.655400, -0.125280], [0.270083, 0.546574, -0.719075], [-2.054702, 0.315664, -0.519169], [-3.835671, 0.682093, -2.216545], [-3.537393, -0.396151, -2.375482], [1.633407, 0.756021, 2.582615], [-0.916804, -0.145517, -2.670302], [1.172472, -0.135541, -2.506397], [2.025939, -0.756583, 1.713874]], "forces_ev_per_angstrom": [[0.30, -1.10, -0.50], [-0.92, -0.55, 1.41], [0.55, -0.14, 0.36], [-1.09, 0.67, -0.26], [-0.57, 1.25, 0.57], [-1.25, 0.57, 0.32], [-1.36, 0.07, 0.60], [-2.17, 1.07, 0.09], [0.13, 1.68, 0.10], [0.18, 0.64, -0.69], [1.93, 0.64, -1.00], [-1.52, -1.55, -1.82], [3.07, -3.18, -0.13], [0.50, 0.12, -0.37], [-2.17, 0.12, -1.69], [2.62, 0.28, 2.28], [1.48, 1.08, -0.52], [-1.21, -1.51, -0.28], [2.91, 2.39, -0.78], [0.38, -1.04, -0.08], [-2.55, -1.04, 2.22], [1.07, -0.48, -0.32], [-0.31, 0.01, 0.50]], "nbo_charge": [-0.19, 0.21, 0.21, 0.20, 0.21, 0.21, 0.21, -0.63, -0.21, 0.23, 0.22, 0.02, -0.63, 0.22, 0.21, -0.23, -0.25, 0.23, -0.65, 0.20, -0.23, 0.21, 0.22]}

Computed energy (eV) in order:
-53917.5011, -80838.9252, -10439.5494, -9558.0889